# 1
DFT (ωB97M-V with the def2-TZVPD basis set) results for C19H27CeN7O6 as an isolated structure.

The geometry in ORCA input format:
```
! RIJCOSX wB97M-V def2-TZVPD def2/J DEFGRID3
* xyz 1 2
O -0.6828 -3.9652 -1.9734
H -0.6805 -4.4943 -2.8258
Ce -0.2787 -2.3113 0.1787
N -2.5720 -2.0680 -0.1398
N -1.2304 -0.9351 -1.9558
N 1.6333 -2.3673 1.4912
N 1.5715 -0.7064 -0.5152
O -2.6024 -3.1682 0.5923
O 1.7475 -3.4419 2.3531
O 1.4671 0.3411 -1.3997
O -0.6662 0.0160 -2.6474
C -2.5126 -1.2463 -2.3195
C -3.2011 -2.0285 -1.3592
C 2.6920 -1.5632 1.3838
C 2.6475 -0.6127 0.2980
C -4.4310 -2.8135 -1.5661
H -4.2300 -3.8729 -1.7995
H -5.0251 -2.3961 -2.3830
H -5.0100 -2.7761 -0.6373
C -3.1090 -0.7751 -3.5946
H -2.4796 -1.0421 -4.4534
H -3.2287 0.3168 -3.5797
H -4.0935 -1.2318 -3.7374
C 3.7656 -1.5995 2.4014
C 3.6769 0.4690 0.2161
H 3.6946 -2.5406 2.9537
H 3.6212 -0.7586 3.0963
H 4.7534 -1.5341 1.9336
H 3.4337 1.1982 -0.5638
H 4.6657 0.0349 0.0007
H 3.7314 0.9874 1.1876
H 1.2353 -4.1385 1.8478
H 0.5776 0.1945 -1.9355
C 1.1157 -3.5389 -2.5316
H 1.1969 -4.5391 -3.0187
H 1.8414 -3.1990 -1.7616
H 0.6909 -2.6962 -3.0808
O 0.1359 -4.3865 0.5582
H -0.9031 -4.7652 -1.3515
H 0.6183 -5.2074 0.2881
N 1.7061 8.5838 3.1974
C 1.3219 7.5628 2.7720
C 0.7954 6.3196 2.2947
C 1.6530 5.4244 1.6398
C 1.1740 4.1892 1.1863
C -0.1875 3.8666 1.3780
C -1.0513 4.7759 1.9982
C -0.5535 5.9868 2.4730
N -0.6615 2.6014 0.9669
C -1.9985 2.2128 0.8862
C -1.9850 0.8600 0.6440
N -0.6840 0.4074 0.6192
C 0.0857 1.4636 0.7752
H 2.7053 5.6916 1.4791
H 1.8408 3.4909 0.6570
H -2.1054 4.5152 2.1213
H -1.2207 6.6793 2.9796
H -2.8119 2.8752 1.0022
H -2.7848 0.1827 0.4713
H 1.1853 1.4731 0.8081
*
```

Properties
expectation value of S²: 0.796
E_LUMO (spin up / spin down): -5.72 / -5.76 eV



# 2
DFT (ωB97M-V with the def2-TZVPD basis set) results for C19H27Cl2N2O2SScSe2 as an isolated structure.

The geometry in ORCA input format:
```
! RIJCOSX wB97M-V def2-TZVPD def2/J DEFGRID3
* xyz 0 1
Sc 0.5590 -0.6328 -0.6384
O 4.0294 -2.2362 -2.5654
C 3.3041 -2.7789 -1.4737
C 3.8757 -2.4068 -0.1041
C 5.2268 -3.1387 0.0670
O 6.2181 -2.7583 -0.8651
C 4.1513 -0.9077 0.0681
Se 2.9667 0.3974 -0.8256
C 2.9711 -2.9633 0.9955
Se 1.1116 -2.3165 1.1776
H 3.8793 -1.2762 -2.5535
H 3.3283 -3.8644 -1.5911
H 2.2444 -2.4948 -1.5373
H 5.0431 -4.2204 0.0183
H 5.6298 -2.9180 1.0588
H 5.7910 -2.6732 -1.7297
H 5.1426 -0.6795 -0.3153
H 4.1405 -0.6667 1.1307
H 3.4401 -2.7896 1.9636
H 2.8692 -4.0422 0.8710
C -1.8973 3.9120 0.1688
N -1.0595 2.9844 0.9090
C -0.2242 2.1188 0.3387
S -0.1045 1.9277 -1.3388
N 0.5005 1.2952 1.1355
C 0.3789 1.2349 2.5806
H -2.6455 4.3096 0.8510
H -2.3891 3.3875 -0.6463
H -1.3091 4.7330 -0.2426
H -0.9940 3.1099 1.9065
H 1.4265 1.0513 0.7454
H 0.6362 2.1834 3.0616
H 1.0614 0.4680 2.9386
H -0.6329 0.9405 2.8632
Cl -6.4902 1.3341 0.4788
C -5.7101 2.2506 -0.8192
Cl -4.2062 1.4990 -1.3577
H -5.4838 3.2397 -0.4393
H -6.3927 2.2984 -1.6586
C -2.4449 -4.3726 -2.7061
C -1.3455 -3.5437 -3.0138
C -1.1116 -2.4299 -2.2583
C -1.9199 -2.0874 -1.1396
C -1.5885 -0.9634 -0.3179
C -2.4565 -0.6780 0.7056
C -3.6127 -1.4502 0.9635
C -3.8874 -2.5547 0.2107
C -3.0388 -2.9118 -0.8654
C -3.2760 -4.0526 -1.6700
H -2.6356 -5.2516 -3.3077
H -0.7096 -3.7773 -3.8576
H -0.3107 -1.7592 -2.5963
H -2.2587 0.1664 1.3624
H -4.2714 -1.1748 1.7788
H -4.7536 -3.1705 0.4233
H -4.1357 -4.6742 -1.4473
*
```

Properties
E_LUMO: 0.13 eV



# 3
DFT (ωB97M-V with the def2-TZVPD basis set) results for a 4-piece molecular cluster, C19H27ClIN4O3 overall.

The geometry in ORCA input format:
```
! RIJCOSX wB97M-V def2-TZVPD def2/J DEFGRID3
* xyz -1 1
C -2.3296 -1.8927 2.6210
C -1.9303 -1.2070 1.3226
C -2.4642 0.1887 0.9874
Cl -3.2767 1.0017 2.4404
N -3.1753 0.2255 -0.2286
C -4.1421 -0.7860 -0.5139
O -5.0015 -0.9699 0.6037
C -5.7460 -2.1625 0.5386
C -3.3970 1.5358 -0.7675
I -5.3925 2.3512 -0.5232
C -2.9995 1.6350 -2.2963
O -3.0063 0.5564 -2.9116
O -2.6653 2.7904 -2.6344
H -3.4068 -2.0576 2.6741
H -2.0053 -1.3250 3.4921
H -1.8353 -2.8658 2.6664
H -2.1529 -1.8695 0.4879
H -0.8431 -1.0824 1.3318
H -1.6115 0.8468 0.8383
H -4.6835 -0.4649 -1.4046
H -3.6537 -1.7384 -0.7537
H -5.3753 -2.8896 1.2710
H -6.7921 -1.9474 0.7639
H -5.6995 -2.6144 -0.4573
H -2.7736 2.2357 -0.2179
N 0.9980 -0.3102 -1.4934
C 1.7292 0.4293 -0.6128
C 3.0110 -0.0595 -0.6124
C 3.0419 -1.1490 -1.5283
C 1.7803 -1.2750 -2.0552
H 0.0206 -0.1591 -1.6923
H 1.2777 1.2415 -0.0667
H 3.8323 0.3178 -0.0256
H 3.8931 -1.7618 -1.7754
H 1.3799 -1.9627 -2.7799
N 1.3096 4.0877 -1.0585
C 0.0171 4.5338 -1.1375
C -0.0563 5.7100 -0.4399
C 1.2407 5.9819 0.0788
C 2.0613 4.9598 -0.3190
H 1.6539 3.2404 -1.4739
H -0.7419 3.9817 -1.6707
H -0.9453 6.3039 -0.3111
H 1.5348 6.8271 0.6791
H 3.1074 4.7796 -0.1389
N 4.5251 -3.1506 0.6654
C 5.2593 -2.4036 1.5405
C 6.5300 -2.9174 1.5693
C 6.5593 -4.0196 0.6716
C 5.3051 -4.1358 0.1307
H 3.5598 -2.9851 0.4381
H 4.8192 -1.5721 2.0634
H 7.3464 -2.5440 2.1645
H 7.4025 -4.6517 0.4480
H 4.9067 -4.8313 -0.5879
*
```

Properties
E_LUMO: 2.44 eV



# 4
DFT (ωB97M-V with the def2-TZVPD basis set) results for a 3-piece molecular cluster, C19H27F2NO5P2 overall.

The geometry in ORCA input format:
```
! RIJCOSX wB97M-V def2-TZVPD def2/J DEFGRID3
* xyz 0 1
C -2.4695 2.2957 1.7492
C -1.1458 2.9992 1.7810
O -0.8603 3.8912 2.5420
N -0.1730 2.5249 0.8328
C -0.6237 2.7028 -0.5294
C -0.0553 1.7640 -1.5521
O -1.4705 3.5173 -0.7766
P 1.4625 2.9350 1.2169
O 1.6750 3.7135 -0.2871
C 2.7849 1.7150 0.8878
C 2.3050 0.2506 0.9636
C 2.8727 -0.5800 -0.1813
O 2.3619 -1.9067 -0.1928
P 1.0930 1.9933 3.2958
O 0.0385 0.9322 3.3603
H -2.8070 2.1409 2.7758
H -2.3895 1.3257 1.2620
H -3.1829 2.9315 1.2194
H -0.8976 1.2025 -1.9676
H 0.6440 1.0462 -1.1221
H 0.4327 2.3366 -2.3412
H 1.7786 4.1361 1.8929
H 1.9437 4.6343 -0.1767
H 3.5655 1.9080 1.6331
H 3.2226 1.9366 -0.0877
H 1.2098 0.2073 0.9076
H 2.5754 -0.2099 1.9190
H 2.6034 -0.1017 -1.1311
H 3.9672 -0.6144 -0.1043
H 1.9104 -2.0680 0.6449
H 0.8624 3.0583 4.1948
H 2.3643 1.5071 3.6961
F -3.3417 1.3121 -1.0865
C -4.5694 1.4308 -1.6407
C -4.9469 2.6614 -2.1363
C -6.2071 2.7828 -2.7038
C -7.0592 1.6881 -2.7626
C -6.6503 0.4633 -2.2532
C -5.3916 0.3244 -1.6857
H -4.2633 3.4981 -2.0747
H -6.5225 3.7377 -3.1020
H -8.0409 1.7899 -3.2048
H -7.3132 -0.3904 -2.2952
H -5.0487 -0.6198 -1.2849
F 6.1316 -5.8403 0.9881
C 4.8832 -5.9549 0.4864
C 4.3292 -4.8766 -0.1724
C 3.0468 -4.9993 -0.6871
C 2.3428 -6.1862 -0.5311
C 2.9233 -7.2552 0.1385
C 4.2072 -7.1468 0.6531
H 4.8924 -3.9591 -0.2752
H 2.6011 -4.1617 -1.2031
H 1.3415 -6.2771 -0.9305
H 2.3754 -8.1797 0.2637
H 4.6821 -7.9664 1.1749
*
```

Properties
SMILES: CC(=O)N(C(C)=O)[PH](O)(CCCO)[PH2]=O.Fc1ccccc1.Fc1ccccc1
E_LUMO: 0.52 eV



# 5
DFT (ωB97M-V with the def2-TZVPD basis set) results for C19H27IrN5O4P as an isolated structure.

The geometry in ORCA input format:
```
! RIJCOSX wB97M-V def2-TZVPD def2/J DEFGRID3
* xyz 2 1
Ir 0.4058 0.3345 0.8329
C 0.1399 -0.7274 4.9398
C 0.0512 -0.8082 3.4430
O 0.4844 0.2513 2.8319
C -0.4500 -1.9684 2.8513
C -0.6096 -2.2814 1.4730
C -1.2389 -3.5818 1.0789
N -0.2163 -1.4690 0.5276
N -0.3714 -1.7826 -0.8190
C -0.1658 -0.7795 -1.6164
O 0.2043 0.4474 -1.1979
C -0.3615 -0.9236 -3.0671
C 0.2392 -0.0222 -3.9467
C 0.0560 -0.1583 -5.3140
C -0.7247 -1.1942 -5.8084
C -1.3185 -2.0969 -4.9355
C -1.1380 -1.9672 -3.5693
H 0.4637 0.2641 5.2454
H 0.8612 -1.4553 5.3124
H -0.8197 -0.9665 5.3983
H -0.7728 -2.7389 3.5349
H -1.4935 -4.1569 1.9631
H -0.5625 -4.1573 0.4471
H -2.1381 -3.4002 0.4900
H 0.8942 0.7521 -3.5663
H 0.5384 0.5295 -5.9952
H -0.8608 -1.3061 -6.8753
H -1.9234 -2.9050 -5.3234
H -1.5962 -2.6657 -2.8831
N -2.2566 2.7173 3.0467
C -2.5250 3.3331 1.6995
P -1.5138 2.3145 0.5460
O -0.0802 2.7636 0.5992
O -1.7413 0.8981 1.0344
C -2.1034 2.5554 -1.1763
N -0.8936 2.4445 -2.0412
H -1.3825 3.0666 3.4495
H -2.1492 1.6951 2.9119
H -3.0116 2.8955 3.7122
H -2.2379 4.3813 1.7150
H -3.5922 3.2391 1.5008
H -2.5988 3.5150 -1.3234
H -2.7860 1.7507 -1.4466
H -0.4283 1.4985 -1.8302
H -0.2040 3.1542 -1.7785
H -1.1166 2.5309 -3.0331
C 5.0799 -0.5405 0.5945
C 4.1885 -1.6005 0.6133
C 2.8333 -1.3437 0.6627
N 2.3558 -0.0896 0.6881
C 3.2166 0.9398 0.6649
C 4.5817 0.7531 0.6197
H 6.1460 -0.7180 0.5613
H 4.5309 -2.6247 0.5910
H 2.1015 -2.1365 0.6784
H 2.7742 1.9287 0.6840
H 5.2362 1.6121 0.6040
*
```

Properties
E_LUMO: -5.41 eV



no.,E_tot (eV)
1,-55771.0327
2,-214491.0228
3,-52868.1642
4,-55880.8203
5,-47898.0432